{"formula": "C26H35N3O6", "method": "ωB97M-V with the def2-TZVPD basis set", "spin_multiplicity": 1, "total_energy_ha": -1627.47942, "orbital_gap_ha": 0.3268, "relative_energy_kcal_mol": 0.0, "smiles": "CCOCCCN(C(=O)CNC(=O)c1ccco1)[C@@H](C(=O)NC1CCCC1)c1cccc(OC)c1", "homo_ev": -8.3, "species": ["C", "C", "O", "C", "C", "C", "N", "C", "O", "C", "N", "C", "O", "C", "C", "C", "C", "O", "C", "C", "O", "N", "C", "C", "C", "C", "C", "C", "C", "C", "C", "C", "O", "C", "C", "H", "H", "H", "H", "H", "H", "H", "H", "H", "H", "H", "H", "H", "H", "H", "H", "H", "H", "H", "H", "H", "H", "H", "H", "H", "H", "H", "H", "H", "H", "H", "H", "H", "H", "H"], "xyz": [[-4.02741, 2.58205, 1.18906], [-4.66453, 1.96706, -0.05502], [-3.76680, 1.24633, -0.87112], [-2.78785, 2.03794, -1.51687], [-2.11515, 1.21283, -2.60939], [-1.47551, -0.06158, -2.04196], [-0.45453, 0.22520, -1.05291], [-0.63178, 0.11483, 0.28239], [0.13520, 0.60958, 1.09374], [-1.80256, -0.74167, 0.77191], [-1.62899, -2.12698, 0.40286], [-1.37066, -3.09486, 1.31817], [-1.35412, -2.90895, 2.51813], [-1.11249, -4.41556, 0.71820], [-0.87146, -5.61901, 1.32665], [-0.66404, -6.55223, 0.28784], [-0.79010, -5.85391, -0.87427], [-1.05959, -4.56256, -0.63080], [0.75901, 0.85326, -1.58017], [0.70157, 2.39715, -1.46728], [0.51580, 3.08899, -2.45252], [0.86272, 2.85806, -0.22720], [0.82700, 4.25885, 0.12249], [2.11655, 4.67042, 0.85811], [1.72799, 4.70625, 2.33361], [0.31332, 5.27492, 2.29403], [-0.32529, 4.54881, 1.10943], [2.03110, 0.28348, -0.98721], [3.19630, 1.03593, -1.02863], [4.37760, 0.51099, -0.53085], [4.40695, -0.75461, 0.01366], [3.24375, -1.52421, 0.04969], [3.36823, -2.76379, 0.59624], [2.21063, -3.54248, 0.77417], [2.06435, -1.00556, -0.47012], [-4.80758, 2.98581, 1.82816], [-3.34927, 3.38870, 0.92236], [-3.47434, 1.82784, 1.74391], [-5.15297, 2.75472, -0.64843], [-5.41896, 1.23163, 0.23748], [-3.25825, 2.92392, -1.96520], [-2.03406, 2.38236, -0.79551], [-1.36886, 1.83942, -3.09741], [-2.86179, 0.91455, -3.34609], [-1.02015, -0.63259, -2.85881], [-2.27056, -0.65715, -1.60136], [-1.78647, -0.71283, 1.86527], [-2.75676, -0.34856, 0.40804], [-1.60699, -2.37614, -0.57363], [-0.85203, -5.79432, 2.38178], [-0.45155, -7.59608, 0.39056], [-0.71352, -6.15164, -1.90166], [0.77083, 0.64088, -2.65686], [0.94156, 2.17911, 0.52700], [0.70859, 4.80359, -0.81779], [2.92629, 3.97195, 0.65246], [2.42574, 5.66331, 0.53043], [2.40901, 5.31052, 2.93059], [1.71045, 3.69490, 2.74171], [-0.23423, 5.11072, 3.22059], [0.35237, 6.34832, 2.10151], [-1.12038, 5.13190, 0.64681], [-0.74583, 3.59924, 1.44560], [3.18328, 2.02603, -1.45790], [5.28148, 1.10039, -0.56445], [5.31410, -1.17474, 0.41709], [2.53734, -4.44803, 1.28288], [1.47133, -3.02864, 1.39631], [1.75871, -3.81611, -0.18572], [1.16322, -1.59819, -0.46369]], "lowdin_charge": [-0.062, -0.263, -0.176, -0.207, -0.117, -0.136, 0.001, -0.414, 0.070, -0.061, 0.100, -0.447, 0.085, -0.204, 0.013, -0.045, -0.106, 0.033, -0.118, -0.468, 0.054, 0.114, -0.274, -0.132, -0.192, -0.193, -0.135, -0.161, -0.041, -0.066, -0.005, -0.256, -0.073, -0.077, 0.038, 0.077, 0.057, 0.074, 0.119, 0.121, 0.135, 0.113, 0.103, 0.123, 0.133, 0.108, 0.133, 0.112, 0.128, 0.122, 0.104, 0.124, 0.166, 0.121, 0.144, 0.108, 0.114, 0.106, 0.114, 0.107, 0.111, 0.109, 0.104, 0.115, 0.105, 0.116, 0.099, 0.096, 0.094, 0.104]}